Entry 1:
DFT (the ωB97M-V functional and the def2-TZVPD basis) results for C4H10NO2S as an isolated structure.

Cartesian coordinates (Å):
C -0.735 1.821 0.482
C 0.812 1.908 0.477
C 0.070 -0.511 0.803
C 0.609 -1.700 -0.749
N -0.961 0.364 0.261
O 0.012 -0.967 -1.793
O 0.150 -2.969 -0.470
S 1.356 0.506 1.508
H -1.195 2.112 1.525
H -1.154 2.422 -0.358
H 1.013 1.716 -0.612
H 1.079 2.919 0.861
H -0.228 -1.381 1.462
H 1.781 -1.765 -0.913
H -1.858 0.128 0.474
H -0.905 0.260 -0.760
H -0.618 -1.480 -2.305
H 0.772 -3.383 0.107

Output
HOMO = -12.561 eV
Kohn-Sham gap = 9.47 eV
Lowest unoccupied orbital energy = -3.091 eV
Charge = +1
E = -20721.687 eV


Entry 2:
DFT (the ωB97M-V functional and the def2-TZVPD basis) results for a 2-piece molecular cluster, C4H10NO2S overall.

Cartesian coordinates (Å):
C 2.306 -1.095 0.392
C 0.218 -0.091 -1.445
C -0.412 -1.058 0.841
C 0.216 0.018 0.029
N 0.355 1.212 0.582
O 5.045 -0.534 0.293
O 3.389 1.242 0.720
S 3.662 -0.241 0.164
H 2.390 -2.103 0.000
H -0.810 0.063 -1.790
H 0.845 0.659 -1.921
H 0.514 -1.081 -1.779
H -0.212 -2.039 0.423
H -1.494 -0.920 0.850
H -0.066 -1.037 1.870
H 2.468 1.465 0.897
H 0.122 1.345 1.557
H 0.504 2.033 0.011

Output
HOMO (alpha / beta) = -13.975 / -13.974 eV
Kohn-Sham gap (alpha / beta) = 8.69 / 8.69 eV
Lowest unoccupied orbital energy (alpha / beta) = -5.287 / -5.287 eV
Charge = +1
E = -20719.415 eV


Entry 3:
DFT (the ωB97M-V functional and the def2-TZVPD basis) results for a 2-piece molecular cluster, C4H10NO2S overall.

Cartesian coordinates (Å):
C -0.920 -1.570 1.127
C -2.010 -1.423 -0.030
C 0.219 -0.037 -0.181
C 2.620 0.501 -0.221
N 1.305 0.451 -0.841
O 0.053 -0.510 1.062
O -1.059 2.313 0.002
S -1.105 -0.460 -1.281
H -1.353 -1.701 2.167
H -0.307 -2.403 0.880
H -2.489 -2.317 -0.513
H -2.832 -0.867 0.395
H 2.703 1.231 0.511
H 2.819 -0.470 0.167
H 3.304 0.619 -0.985
H 1.050 0.888 -1.706
H -1.704 2.848 -0.356
H -0.297 2.906 -0.197

Output
HOMO (alpha / beta) = -10.049 / -14.165 eV
Kohn-Sham gap (alpha / beta) = 6.83 / 6.34 eV
Lowest unoccupied orbital energy (alpha / beta) = -3.218 / -7.820 eV
Expectation value of S² = 2.007
Charge = +1
E = -20718.869 eV
Multiplicity = 3


Entry 4:
DFT (the ωB97M-V functional and the def2-TZVPD basis) results for a 2-piece molecular cluster, C4H10NO3 overall.

Cartesian coordinates (Å):
C -0.023 -0.402 0.449
C 1.089 -0.665 -0.612
C 1.089 -2.140 -1.007
O 1.849 -2.583 -1.829
N -0.262 1.018 0.624
C -0.908 1.289 1.994
O -0.218 0.784 3.007
H 0.176 -0.959 1.368
H -0.984 -0.835 0.086
H 2.035 -0.450 -0.118
H 0.954 -0.081 -1.524
H 0.312 -2.775 -0.516
H 0.586 1.568 0.616
H -0.868 2.407 1.970
H -1.947 0.859 1.993
H -1.178 0.677 -1.480
H -0.550 1.521 -2.577
O -1.152 0.769 -2.445

Output
HOMO = -2.843 eV
Kohn-Sham gap = 6.44 eV
Lowest unoccupied orbital energy = 3.598 eV
Charge = -1
E = -11942.202 eV


Entry 5:
DFT (the ωB97M-V functional and the def2-TZVPD basis) results for a 2-piece molecular cluster, C4H10NO3 overall.

Cartesian coordinates (Å):
C 0.296 -0.885 2.295
C -0.244 0.312 1.279
C 1.215 1.207 1.037
N -0.578 -0.388 0.083
C -1.167 0.444 -0.985
O -0.852 -0.070 -2.103
O -1.731 1.448 -0.608
H -0.414 -1.315 2.975
H 0.520 -1.761 1.730
H 1.210 -0.473 2.730
H -0.968 0.940 1.738
H 1.665 1.744 1.935
H 1.181 2.061 0.341
H 2.054 0.672 0.503
H 0.185 -0.911 -0.264
H 2.163 -0.847 -1.812
H 0.899 -1.418 -1.145
O 1.952 -1.685 -1.173

Output
HOMO = -4.422 eV
Kohn-Sham gap = 8.21 eV
Lowest unoccupied orbital energy = 3.792 eV
Charge = -1
E = -11942.787 eV


Entry 6:
DFT (the ωB97M-V functional and the def2-TZVPD basis) results for a 3-piece molecular cluster, C4H10NO3 overall.

Cartesian coordinates (Å):
O -1.199 3.047 -1.893
C -0.998 1.950 -1.424
O -2.232 -1.117 1.136
C 0.209 1.168 -1.368
C 0.233 -0.167 -0.692
C 0.769 -0.220 0.752
N -0.197 0.316 1.719
H 1.015 1.586 -1.795
H -1.998 1.385 -1.054
H -0.808 -0.605 -0.568
H 0.820 -0.911 -1.159
H 1.718 0.248 0.834
H 1.002 -1.301 1.006
H -1.207 0.060 1.465
H -0.143 -0.220 2.566
H 3.358 -2.365 -0.510
H -3.071 -0.911 0.953
O 2.729 -1.943 0.033

Output
HOMO = -3.945 eV
Kohn-Sham gap = 3.60 eV
Lowest unoccupied orbital energy = -0.349 eV
Charge = -1
E = -11936.102 eV


These records have ΔE to the lowest compared entry with this formula, charge and spin values of 2.327 4.599 1.978 3.195 2.610 9.295 eV, in the order they appear.
These records have maximum force values of 4.05 3.25 3.61 1.86 5.86 5.43 eV Å⁻¹, in the order they appear.